No. 1
Computed, not measured: 3 unconnected molecules or ions with the total composition C24H27IN2O7S in a non-equilibrium geometry, with ωB97M-V/def2-TZVPD.

Properties
Lowest unoccupied orbital energy ... -0.0294 Eh
Charge ... 0
Calculated total energy ... -2262.5314 Eh
Molar mass ... 614.458 u
Gap between HOMO and LUMO ... 7.48 eV

Structure (XYZ):
```
62
C24H27IN2O7S (ωB97M-V/def2-TZVPD)
C 2.55708 -0.30685 0.88402
C 3.13638 0.37317 -0.42034
I 2.62730 2.48538 -0.46828
C 2.50307 -0.26730 -1.73295
O 3.01645 -1.60975 -1.81514
S 1.91676 -2.64944 -2.55973
O 2.51840 -3.96788 -2.35480
O 0.45653 -2.56175 -1.73697
C 0.52307 -3.26689 -0.46673
C -0.75111 -3.09019 0.42510
C -1.06123 -1.59722 0.87092
C -2.39156 -1.18129 0.13474
C -3.69726 -1.71675 0.55623
C -4.93695 -1.37506 -0.14366
C -4.92156 -0.48001 -1.30051
C -3.62519 0.07866 -1.71577
C -2.39466 -0.27540 -1.00368
H 1.51134 0.06939 1.00225
H 3.13259 0.10279 1.76198
H 2.64469 -1.41890 0.86188
H 4.24087 0.21226 -0.44960
H 2.83524 0.36964 -2.59191
H 1.38808 -0.19699 -1.66158
H 0.59013 -4.36735 -0.71046
H 1.47047 -3.03762 0.09574
H -0.58916 -3.70259 1.35332
H -1.61501 -3.50676 -0.15446
H -1.20336 -1.62170 1.97452
H -0.26396 -0.88583 0.54970
H -3.76154 -2.41183 1.42940
H -5.91788 -1.78530 0.19675
H -5.84109 -0.20396 -1.86701
H -3.56893 0.77420 -2.58980
H -1.44758 0.18454 -1.37552
C 2.57330 -0.10645 7.28501
C 1.24370 -0.43160 7.52317
C 0.43101 -0.84207 6.47663
C 0.96254 -0.92707 5.19734
C 2.28711 -0.59741 4.94836
C 3.09340 -0.18501 5.99907
N 0.11376 -1.38424 4.09347
O -1.04827 -1.64778 4.34289
O 0.61862 -1.47922 2.98790
H 3.20754 0.20875 8.10572
H 0.84160 -0.36767 8.52680
H -0.60339 -1.09322 6.67207
H 2.70198 -0.65854 3.95084
H 4.12966 0.07210 5.81703
C 0.19931 4.25939 -6.37099
C -1.13840 3.88680 -6.41491
C -1.78935 3.49679 -5.25336
C -1.09137 3.48836 -4.05393
C 0.24690 3.85165 -4.00117
C 0.89239 4.23789 -5.16705
N -1.78218 3.10052 -2.81950
O -2.95076 2.76865 -2.90384
O -1.14767 3.13618 -1.78192
H 0.70389 4.56894 -7.27925
H -1.67493 3.90343 -7.35570
H -2.83146 3.20831 -5.29771
H 0.79459 3.84089 -3.06730
H 1.93606 4.52622 -5.13733
```

natural (NBO) population analysis, charges in e, atoms 1 to 8: atom 1 (C): -0.647, atom 2 (C): -0.299, atom 3 (I): 0.070, atom 4 (C): -0.139, atom 5 (O): -0.713, atom 6 (S): 1.732, atom 7 (O): -0.908, atom 8 (O): -0.706

No. 2
Computed, not measured: a molecular structure, C4H23NO8V in a non-equilibrium geometry, with ωB97M-V/def2-TZVPD.

Properties
Spin multiplicity ... 2
Lowest unoccupied orbital energy (alpha / beta) ... -0.3187 / -0.2955 Eh
Charge ... +2
Calculated total energy ... -1766.2847 Eh
Molar mass ... 264.171 u
<S²> ... 0.86
Gap between HOMO and LUMO (alpha / beta) ... 5.69 / 6.32 eV

Structure (XYZ):
```
37
C4H23NO8V (ωB97M-V/def2-TZVPD)
O -1.20036 0.18386 -0.50990
V -0.60369 -0.18089 -1.95267
O 0.68322 1.92776 -0.91832
H 1.20444 1.88251 -1.71989
H 1.02341 2.69237 -0.45370
O -1.37435 1.75912 -2.94520
H -2.16518 1.92334 -3.45886
H -0.84569 2.54887 -3.05943
O -0.17966 -0.55910 -4.03638
H 0.60617 -0.67407 -4.57068
H -0.89596 -0.51384 -4.66969
O 1.46496 -0.79499 -1.60359
H 2.07244 -0.92189 -2.33236
H 1.93917 -1.11707 -0.83702
O -2.80351 -0.73310 -2.61996
H -3.19534 -1.57789 -2.39853
H -3.51032 -0.24366 -3.04079
O -0.80861 -2.39090 -1.64000
H -1.43685 -2.86392 -2.18572
H -0.63376 -2.98217 -0.90784
C 2.68363 -0.83764 2.77346
C 1.16459 -0.72902 2.99586
C 0.64282 0.68347 3.08643
O -0.77393 0.91719 3.24809
C -1.29236 2.07463 2.60086
N 0.51219 -1.47397 1.89196
H 2.88423 -1.82662 2.36142
H 3.35364 -0.73750 3.62737
H 3.03391 -0.20541 1.95757
H 0.88371 -1.22577 3.92454
H 0.90155 1.25125 2.19267
H 1.15550 1.11522 3.94600
H -0.75546 2.97047 2.91281
H -2.27336 2.27959 3.02949
H -1.52235 2.08867 1.53549
H 0.52559 -2.48189 1.95542
H -0.46455 -1.22692 1.82095
```

natural (NBO) population analysis, charges in e, atoms 1 to 8: atom 1 (O): -0.273, atom 2 (V): 1.592, atom 3 (O): -0.947, atom 4 (H): 0.461, atom 5 (H): 0.523, atom 6 (O): -0.937, atom 7 (H): 0.520, atom 8 (H): 0.529

No. 3
Computed, not measured: 3 unconnected molecules or ions with the total composition C5H17NO2 in a non-equilibrium geometry, with ωB97M-V/def2-TZVPD.

Properties
SMILES string ... CC(C)[C@H](C)N.O.O
Lowest unoccupied orbital energy ... 0.0258 Eh
Charge ... 0
Energy above the lowest of the compared OMol25 structures with the same formula, charge and spin ... 300.5 kJ/mol
Calculated total energy ... -405.8280 Eh
Molar mass ... 123.196 u
Gap between HOMO and LUMO ... 10.04 eV

Structure (XYZ):
```
25
C5H17NO2 (ωB97M-V/def2-TZVPD)
C -2.09637 0.36866 2.53840
C -1.93224 0.60791 1.03876
C -2.61955 -0.34333 0.14682
C -0.45560 0.84073 0.60468
C -0.17491 1.48175 -0.85510
N 0.47272 -0.31089 0.75895
H -2.90590 -0.22431 2.81723
H -2.27759 1.43825 3.07810
H -1.22235 0.17143 3.05443
H -2.19328 1.76528 0.84236
H -2.52571 -0.15590 -0.95630
H -2.44643 -1.31867 0.42492
H -3.79562 -0.36350 0.41251
H -0.08129 1.57794 1.46124
H 0.21198 2.42637 -0.73656
H 0.13334 0.58383 -1.46940
H -1.18192 1.61145 -1.43359
H 0.45116 -0.68196 1.62889
H 0.02835 -0.94395 0.06357
O 4.52297 -1.57330 -5.46105
H 4.13173 -2.55062 -5.19209
H 4.47084 -1.11250 -4.66650
O 3.68422 -1.41875 0.56768
H 4.61221 -1.28236 0.71345
H 3.18923 -0.59359 0.61860
```

natural (NBO) population analysis, charges in e, atoms 1 to 8: atom 1 (C): -0.611, atom 2 (C): -0.251, atom 3 (C): -0.625, atom 4 (C): -0.018, atom 5 (C): -0.637, atom 6 (N): -0.845, atom 7 (H): 0.216, atom 8 (H): 0.206